Computed, not measured: C3H2FO3Pb as an isolated structure at a distorted geometry, with ωB97M-V/def2-TZVPD.

```
10
Properties=species:S:1:pos:R:3:forces:R:3:mulliken_charge:R:1
C 0.065 -1.319 0.014 1.35 -0.34 3.87 0.5122
C 0.893 -0.479 0.963 1.85 0.61 -3.47 0.0328
O 0.629 0.750 0.751 -0.17 0.52 0.78 -0.0866
C -0.339 0.858 -0.291 0.46 -3.11 1.31 0.8137
O -0.683 -0.343 -0.662 -0.57 1.19 -0.48 -0.1353
O -0.756 1.915 -0.621 0.55 0.15 0.35 -0.4572
Pb -1.969 3.239 -1.791 -1.54 1.96 -1.48 1.6556
F 0.742 -2.089 -0.785 -0.56 -0.24 0.17 -0.1110
H 1.847 -0.762 1.427 -0.45 -0.11 1.08 0.4620
H -0.431 -1.770 0.995 -0.92 -0.63 -2.12 0.3139
```
Forces are in eV/Å.

Energy above the lowest of the compared OMol25 structures with the same formula, charge and spin   0.00 kcal per mole
Frontier orbital gap   10.1 eV
Total charge   +3
LUMO level   -15.537 eV
Highest occupied orbital energy   -25.652 eV
E_tot   -17213.119 eV


Computed, not measured: C67H58Br2N13O4S3Ti as an isolated structure at a distorted geometry, with ωB97M-V/def2-TZVPD.

```
148
Properties=species:S:1:pos:R:3:forces:R:3:mulliken_charge:R:1
Ti -1.030 1.321 1.002 1.61 0.76 0.83 -0.6473
O -2.919 4.957 2.002 0.05 0.01 -0.11 -0.6337
C -3.682 4.543 3.042 -0.04 -0.07 0.08 0.5598
C -4.460 5.496 3.691 0.03 0.03 -0.01 -0.6861
C -5.233 5.143 4.783 0.02 0.00 -0.01 -0.4010
C -5.243 3.834 5.245 -0.01 -0.02 0.04 -0.8670
C -4.473 2.885 4.595 -0.08 0.02 -0.06 -0.4180
C -3.695 3.218 3.491 -0.06 0.02 -0.27 -0.0865
C -2.790 2.156 2.918 0.25 0.19 0.70 1.0359
O -2.431 2.312 1.571 -1.10 0.31 0.03 -0.8885
N -1.547 2.124 3.727 -0.12 -0.27 0.28 -0.2482
N -0.387 2.145 2.895 -0.26 -0.32 -0.79 1.3219
C 0.552 3.007 3.389 -0.02 0.08 0.05 -0.4616
C 1.833 3.156 3.121 -0.09 -0.03 -0.05 -0.4455
Br 0.443 3.041 0.056 0.04 0.15 -0.08 -0.7134
C 3.104 3.457 3.080 0.03 -0.09 -0.08 -1.3112
C 4.092 3.008 4.086 0.07 -0.05 -0.07 0.9256
C 3.752 2.101 5.089 0.02 -0.08 0.01 -0.0395
C 4.682 1.714 6.038 0.01 -0.04 -0.02 -0.6497
C 5.972 2.231 6.009 0.01 0.03 -0.01 -0.4754
C 6.319 3.143 5.022 0.01 -0.01 0.01 -0.5956
C 5.386 3.525 4.068 -0.01 -0.05 -0.05 -0.4818
H -2.518 4.179 1.578 0.02 -0.02 -0.01 0.1800
H -4.430 6.515 3.328 -0.02 -0.01 -0.01 0.4586
H -5.828 5.898 5.280 0.00 0.00 -0.01 0.3990
H -5.845 3.557 6.100 0.01 0.00 0.00 0.4073
H -4.457 1.860 4.952 -0.03 -0.01 -0.03 0.4462
H -3.268 1.182 3.050 -0.11 0.05 -0.12 0.0746
H -1.541 2.895 4.390 0.09 0.17 -0.22 0.3974
H 0.167 3.720 4.128 0.00 0.11 -0.08 0.3844
H 3.490 4.084 2.275 0.00 0.07 0.09 0.3025
H 2.743 1.706 5.117 0.00 -0.01 -0.01 0.2374
H 4.403 1.004 6.808 0.00 0.02 0.00 0.4007
H 6.698 1.935 6.755 -0.01 0.00 0.00 0.3999
H 7.315 3.566 4.999 0.00 -0.01 0.00 0.3898
H 5.658 4.242 3.301 0.00 0.00 0.00 0.3761
C -1.872 5.761 -1.497 0.07 -0.03 0.11 -0.9386
O -2.296 4.398 -1.669 -0.04 -0.05 -0.11 0.2819
C -2.613 4.098 -2.968 -0.02 0.26 0.15 -0.4022
C -3.749 4.571 -3.588 0.09 -0.07 -0.02 -0.6124
C -3.973 4.250 -4.923 -0.10 0.03 -0.09 -0.2849
Br -5.541 4.884 -5.773 0.05 0.00 0.01 -0.1972
C -3.074 3.488 -5.628 0.00 -0.03 -0.06 -0.5360
C -1.920 2.997 -5.001 -0.12 -0.02 -0.10 -0.1072
C -1.695 3.298 -3.658 0.12 -0.06 0.12 0.7958
O -0.613 2.827 -3.019 -0.05 0.10 -0.42 -0.4036
C -1.045 2.111 -5.761 0.38 0.05 0.44 0.7299
N -1.460 1.697 -6.971 0.08 0.08 -0.54 -0.6044
C -0.986 0.578 -7.424 -0.09 -0.18 0.32 -0.0236
C -1.102 0.227 -8.799 -0.01 -0.16 -0.34 -0.6770
C -0.563 -0.933 -9.236 -0.08 0.20 0.06 -0.4711
C 0.113 -1.851 -8.350 0.09 -0.18 0.13 -0.7437
C 0.241 -1.580 -7.046 0.12 0.01 -0.01 -1.1910
C -0.301 -0.339 -6.424 -0.10 -0.03 0.03 2.9625
N 0.160 1.773 -5.338 -0.31 -0.04 0.17 -0.0909
H -1.156 6.036 -2.275 -0.01 -0.01 -0.01 0.3623
H -1.389 5.824 -0.526 -0.06 -0.05 0.04 0.2152
H -2.728 6.435 -1.526 -0.03 0.01 -0.02 0.3656
H -4.446 5.193 -3.042 0.00 -0.01 0.04 0.5563
H -3.235 3.255 -6.669 -0.03 0.00 0.01 0.6648
H -0.650 3.080 -2.081 0.15 -0.01 0.44 -0.0872
H -1.592 0.917 -9.472 -0.04 0.01 0.05 0.5124
H -0.629 -1.186 -10.287 0.00 0.01 -0.01 0.4091
H 0.515 -2.768 -8.759 -0.03 0.00 -0.01 0.4757
H 0.730 -2.273 -6.373 0.05 0.03 0.00 0.4551
H 0.459 2.102 -4.427 -0.03 -0.01 0.02 0.2392
N -0.179 -0.252 1.735 0.34 -0.69 0.50 1.0720
S 0.830 -1.184 2.213 -0.11 0.05 -0.21 0.9834
N 0.945 -2.631 1.438 0.06 -0.17 -0.02 0.0083
S 1.467 -2.635 -0.033 -0.10 -0.03 0.16 0.5357
N 1.208 -1.455 -0.967 0.14 0.06 -0.15 -0.0255
S -0.285 -0.846 -1.464 -0.01 0.21 -0.33 1.2849
N -0.781 0.311 -0.707 -0.28 -0.55 -0.89 1.1586
C -1.245 -2.374 -1.319 -0.09 0.13 -0.17 -0.1794
C -1.316 -3.313 -2.344 -0.28 0.16 -0.05 -0.0336
C -2.024 -4.488 -2.139 -0.07 0.14 -0.03 -0.8875
C -2.631 -4.732 -0.914 -0.11 0.12 0.00 -0.8859
C -2.500 -3.819 0.122 -0.15 0.04 -0.04 -0.8178
C -1.792 -2.643 -0.079 -0.27 0.08 0.00 0.4678
C -0.011 -0.630 -3.175 -0.11 -0.10 0.39 0.6179
C 1.322 -0.458 -3.621 -0.08 -0.07 -0.05 0.2620
C 1.722 -0.035 -4.838 0.22 0.14 -0.03 -2.0688
C 0.840 0.577 -5.871 -0.06 -0.06 -0.08 -0.3347
C -1.319 -0.673 -5.345 -0.16 0.17 0.10 -2.0837
C -1.180 -0.686 -3.995 0.25 -0.12 -0.05 -0.6858
C 3.231 -2.873 -0.089 0.07 0.02 0.00 0.5129
C 4.023 -2.187 -0.991 -0.11 0.09 0.04 0.0641
C 5.372 -2.504 -1.068 0.06 -0.02 0.01 -0.9132
C 5.902 -3.495 -0.257 -0.01 0.00 0.01 -0.6996
C 5.092 -4.176 0.645 0.01 -0.01 0.01 -0.8822
C 3.747 -3.868 0.732 -0.09 0.02 0.02 -0.9622
C 0.937 -4.231 -0.621 0.12 -0.25 0.19 1.2760
C 0.245 -5.104 0.201 0.19 0.05 0.01 -0.3307
C -0.033 -6.381 -0.268 0.15 -0.11 -0.11 -0.7810
C 0.383 -6.764 -1.534 0.01 0.01 0.11 -0.7957
C 1.078 -5.873 -2.346 0.07 -0.01 -0.02 -0.8204
C 1.362 -4.600 -1.891 0.16 -0.01 -0.02 -1.0575
C 0.514 -1.727 3.868 -0.06 -0.17 -0.09 0.3235
C 0.268 -0.695 4.764 0.04 0.11 -0.06 -0.2083
C -0.120 -1.018 6.053 0.03 -0.04 0.04 -1.1372
C -0.267 -2.349 6.423 -0.02 0.01 -0.03 -0.7100
C -0.021 -3.368 5.512 0.02 0.00 0.02 -0.8931
C 0.372 -3.062 4.218 0.10 0.04 -0.02 -0.3344
C 2.510 -0.617 2.149 -0.03 0.03 0.12 1.1865
C 2.826 0.360 1.223 -0.07 -0.02 0.07 0.8075
C 4.164 0.659 1.016 0.03 0.09 0.00 -0.7693
C 5.147 -0.010 1.729 0.02 0.06 0.03 -0.8261
C 4.808 -0.979 2.667 0.01 -0.01 0.05 -1.3253
C 3.479 -1.292 2.882 -0.04 0.02 0.02 -0.7992
H -0.837 -3.124 -3.293 0.02 0.05 -0.06 0.6368
H -2.098 -5.213 -2.939 0.00 0.00 0.01 0.4795
H -3.189 -5.647 -0.761 0.00 0.00 -0.01 0.4602
H -2.943 -4.023 1.089 0.01 0.02 0.00 0.5412
H -1.630 -1.943 0.719 -0.18 0.22 0.20 -0.1574
H 2.093 -0.718 -2.910 0.09 -0.03 -0.05 -0.0512
H 2.776 -0.067 -5.081 0.00 0.03 0.03 0.4120
H 1.467 0.888 -6.713 -0.04 -0.01 -0.03 0.6276
H -2.319 -0.831 -5.732 -0.02 0.09 0.04 0.4505
H -2.114 -0.812 -3.455 -0.07 -0.13 0.00 0.7548
H 3.587 -1.418 -1.611 0.02 0.02 -0.01 0.3586
H 6.008 -1.979 -1.768 -0.01 0.02 0.00 0.5374
H 6.953 -3.745 -0.326 0.00 0.01 -0.01 0.4281
H 5.508 -4.950 1.275 0.00 0.01 0.00 0.4822
H 3.096 -4.393 1.421 0.03 -0.01 0.02 0.4172
H -0.071 -4.779 1.181 0.04 -0.04 -0.01 0.4057
H -0.571 -7.075 0.362 -0.02 0.00 0.00 0.5506
H 0.168 -7.761 -1.894 0.01 -0.01 0.01 0.4396
H 1.405 -6.178 -3.331 -0.01 0.01 -0.01 0.4875
H 1.910 -3.895 -2.508 -0.02 -0.01 -0.02 0.4745
H 0.354 0.336 4.437 -0.07 0.03 -0.01 0.2451
H -0.317 -0.228 6.765 0.00 0.00 -0.01 0.5365
H -0.585 -2.595 7.428 0.02 0.00 0.00 0.4288
H -0.134 -4.402 5.808 -0.01 0.00 0.00 0.4849
H 0.569 -3.835 3.489 -0.02 -0.03 0.00 0.3306
H 2.044 0.866 0.673 0.02 0.03 -0.01 -0.6168
H 4.432 1.426 0.301 0.00 0.01 0.01 0.4918
H 6.189 0.236 1.570 0.01 0.00 -0.01 0.5081
H 5.580 -1.486 3.229 0.00 0.01 0.02 0.5052
H 3.192 -2.051 3.601 0.04 0.01 0.00 0.5664
N -5.281 -1.761 2.710 0.01 -0.44 -0.03 -0.7043
N -4.790 -0.949 1.715 0.09 0.16 -0.07 0.9792
N -5.519 -0.556 0.706 -0.05 0.05 0.01 -1.1072
C -4.620 0.117 -0.008 0.14 0.07 -0.24 -0.5810
N -3.410 0.100 0.554 -0.09 -0.37 0.34 0.3344
N -3.542 -0.591 1.673 -0.04 -0.25 -0.06 0.1068
H -6.270 -1.580 2.820 0.00 0.13 0.06 0.3044
H -4.749 -1.605 3.556 -0.05 0.14 0.04 0.2613
H -4.854 0.610 -0.934 0.01 0.02 -0.01 0.5763
```
Forces are in eV/Å.

Energy above the lowest of the compared OMol25 structures with the same formula, charge and spin   95.81 kcal per mole
Frontier orbital gap (spin up / spin down)   4.6 / 4.6 eV
Total charge   +1
LUMO level (spin up / spin down)   -3.204 / -3.204 eV
Highest occupied orbital energy (spin up / spin down)   -7.847 / -7.845 eV
E_tot   -293672.052 eV


Computed, not measured: one molecule with the formula C12H19N3, with ωB97M-V/def2-TZVPD.

```
34
Properties=species:S:1:pos:R:3:forces:R:3:mulliken_charge:R:1
C -3.556 -1.746 -0.242 0.05 0.05 -0.03 -1.0775
N -2.595 -0.675 -0.139 -0.13 0.07 0.06 0.1081
C -3.212 0.635 -0.070 0.09 0.04 -0.06 -0.6338
C -2.130 1.718 -0.277 -0.16 0.16 0.11 -0.9425
N -0.794 1.264 0.066 0.08 -0.01 -0.12 -0.0443
C -0.862 0.405 1.228 -0.03 -0.06 0.14 -0.9133
C -1.687 -0.875 0.979 0.14 0.02 -0.06 -0.8329
H -1.027 -1.710 0.724 -0.02 -0.03 0.08 0.4449
H -2.234 -1.145 1.901 0.03 -0.02 -0.04 0.4514
H -1.318 0.993 2.030 0.05 -0.06 0.04 0.4239
H 0.152 0.144 1.534 -0.09 0.01 0.11 0.3630
C -0.070 0.666 -1.053 0.08 0.05 -0.07 -0.7525
C 1.346 0.348 -0.660 -0.08 -0.05 -0.11 -0.0437
C 1.871 -0.927 -0.810 -0.06 0.20 -0.01 -0.5554
C 3.175 -1.208 -0.450 0.23 0.03 0.06 -0.6872
C 3.991 -0.213 0.083 -0.34 -0.04 -0.04 1.0833
C 3.463 1.070 0.240 0.08 -0.03 -0.01 -0.6551
C 2.162 1.341 -0.129 0.02 -0.13 -0.08 -0.3241
H 1.759 2.334 -0.001 -0.05 0.13 0.03 0.3919
H 4.087 1.850 0.653 0.05 0.09 0.06 0.2790
N 5.272 -0.506 0.517 0.34 -0.07 0.15 -0.5553
H 5.897 0.279 0.604 0.02 -0.11 -0.06 0.2187
H 5.696 -1.328 0.116 0.04 0.12 0.01 0.2197
H 3.571 -2.206 -0.577 0.03 -0.11 0.00 0.2724
H 1.254 -1.714 -1.221 -0.09 -0.07 -0.04 0.3831
H -0.057 1.414 -1.854 -0.08 -0.09 -0.01 0.5176
H -0.566 -0.236 -1.435 0.08 0.09 -0.04 0.3513
H -2.362 2.583 0.355 -0.09 -0.01 -0.11 0.3789
H -2.125 2.053 -1.315 0.01 0.02 0.02 0.3851
H -3.965 0.706 -0.859 -0.04 0.01 0.08 0.4211
H -3.725 0.785 0.898 -0.04 -0.02 -0.04 0.3295
H -4.162 -1.600 -1.136 -0.06 -0.07 -0.02 0.3192
H -4.225 -1.807 0.632 0.00 -0.01 0.01 0.3613
H -3.022 -2.692 -0.333 -0.05 -0.09 0.00 0.3141
```
Forces are in eV/Å.

Energy above the lowest of the compared OMol25 structures with the same formula, charge and spin   8.30 kcal per mole
Frontier orbital gap   8.8 eV
Total charge   0
LUMO level   1.026 eV
Structure (SMILES)   CN1CCN(Cc2ccc(N)cc2)CC1
Highest occupied orbital energy   -7.736 eV
E_tot   -17222.239 eV


- Number 1 is which compound?
  C3H2FO3Pb


- The lowest total charge belongs to which entry?
  C12H19N3


- Which value of total charge does entry 3 give?
  0